A 2-piece molecular cluster, C17H22BrClN2O8P2 overall in a non-equilibrium geometry. Source: OMol25; level of theory: ωB97M-V/def2-TZVPD.

Each line ends with the Mulliken charge.
Element x y z (Å)
C  3.4970  -2.5468  1.3712  -1.973
C  2.7942  -2.4470  0.0409  1.062
C  3.2397  -3.2709  -0.9935  -0.658
C  2.6377  -3.1909  -2.2379  -0.752
C  1.5988  -2.3044  -2.4733  -0.829
C  1.1359  -1.4855  -1.4554  -0.457
C  1.7443  -1.5546  -0.2017  2.064
C  1.3080  -0.6721  0.9474  -2.560
N  -0.0303  -0.1116  0.7199  1.002
N  -1.0034  -0.8262  1.2461  -0.975
C  -2.2324  -0.4028  1.0847  0.309
C  -3.2873  -1.2966  1.6437  -0.852
C  -3.9359  -2.0622  0.4928  -0.048
O  -5.1124  -2.2103  0.4367  -0.441
C  -2.5068  0.7980  0.3934  0.919
C  -3.9339  1.2804  0.2357  -1.612
C  -4.4272  2.2906  1.2836  0.278
C  -4.6719  1.7109  2.6632  -1.520
Br  -3.2846  3.8510  1.4526  -0.107
C  -1.4716  1.4979  -0.1579  -0.342
C  -0.1629  1.0040  0.0065  0.245
P  1.2380  1.8204  -0.8674  0.240
P  0.8259  3.9885  -0.9120  0.848
O  0.3334  4.3696  -2.2234  -0.589
O  -0.1882  4.4174  0.2492  -0.438
O  2.1997  4.7201  -0.5660  -0.475
H  3.0846  -3.3344  2.0005  0.333
H  3.4632  -1.6145  1.9270  0.385
H  4.5470  -2.7622  1.2120  0.470
H  4.0552  -3.9508  -0.8218  0.440
H  3.0174  -3.8214  -3.0234  0.311
H  1.1695  -2.2723  -3.4623  0.411
H  0.3360  -0.7887  -1.6472  0.350
H  2.0089  0.1274  1.1611  0.405
H  1.2543  -1.2838  1.8374  0.561
H  -4.0818  -0.7508  2.1254  -0.002
H  -2.8348  -2.0476  2.2826  0.512
H  -3.3038  -2.5054  -0.2917  0.450
H  -4.0170  1.7443  -0.7426  0.458
H  -4.6052  0.4288  0.2800  0.383
H  -5.3750  2.6656  0.9177  0.434
H  -4.9465  2.4941  3.3577  0.459
H  -5.4404  0.9453  2.6104  0.364
H  -3.7661  1.2553  3.0600  0.372
H  -1.6394  2.3858  -0.7442  0.830
H  2.3437  1.7622  0.0007  0.007
H  -0.2384  3.7846  0.9765  0.348
H  2.5964  4.3191  0.2205  0.339
O  6.0275  0.1531  -3.7654  -0.694
Cl  5.2214  -0.8265  -3.0888  1.693
O  4.6267  -0.2366  -1.8981  -0.638
O  6.0333  -1.9572  -2.6986  -0.662
O  4.1594  -1.2803  -3.9642  -0.661

Atomic forces in eV per Å
-0.081 0.258 -0.093
0.239 -0.168 -0.127
-0.781 0.608 -0.026
0.196 -0.158 0.231
-0.064 -0.158 0.007
0.541 -0.421 0.132
0.150 -0.103 -0.085
0.147 -0.783 -0.023
1.019 0.196 0.183
-0.083 -0.002 -0.130
0.456 0.120 0.350
0.046 -0.188 -0.987
0.386 -0.156 0.113
-1.207 -0.048 -0.073
-1.025 0.267 -0.048
0.589 0.284 0.122
-0.367 -0.352 0.246
0.574 -0.084 -0.074
0.138 0.054 -0.189
0.387 -0.562 -0.046
-0.177 0.971 0.351
0.346 -0.386 -0.861
-0.224 0.972 -0.203
-0.238 -0.184 -0.205
0.059 -0.466 0.237
-0.073 -0.872 0.245
-0.105 -0.071 0.055
0.010 0.116 0.154
0.152 -0.098 -0.051
0.206 -0.080 0.002
-0.031 0.034 -0.253
-0.085 0.177 -0.054
-0.169 0.003 -0.152
-0.010 0.252 -0.069
-0.300 0.032 0.256
-0.084 -0.021 0.373
0.106 0.059 0.300
0.449 0.055 0.054
-0.082 -0.009 -0.160
-0.233 -0.045 -0.138
-0.039 0.252 -0.161
-0.280 0.056 0.085
-0.247 -0.028 0.064
0.131 -0.036 0.064
-0.070 0.191 -0.062
-0.247 -0.096 0.265
-0.084 0.185 0.146
0.308 0.370 0.035
-0.035 0.016 0.088
-0.063 -0.155 -0.091
-0.118 0.091 0.124
-0.074 0.040 0.061
0.042 0.069 0.016

Output
Maximum force (eV Å⁻¹): 1.2
E_HOMO (eV): -8.013
Multiplicity: 1
E (eV): -138480.542

C17H22Cl2N2O4S as an isolated structure in a non-equilibrium geometry. Source: OMol25; level of theory: ωB97M-V/def2-TZVPD.

Each line ends with the Mulliken charge.
Element x y z (Å)
O  2.8762  1.7925  -1.7549  -0.524
C  1.9754  1.2900  -1.3655  0.501
N  2.0038  0.4795  -0.4016  0.252
H  1.0522  -0.0440  -0.0291  0.036
C  3.1069  -0.3006  0.0135  -1.737
H  3.8402  0.4011  -0.1801  0.708
H  2.9726  -0.1662  1.4224  0.098
C  3.3060  -1.5703  -0.3629  0.469
C  2.3328  -2.5432  0.3757  -0.272
H  2.3610  -3.5383  -0.1143  0.340
C  3.0588  -2.6173  1.8104  -1.114
H  2.6722  -2.0219  2.4532  0.732
C  4.6139  -2.7395  1.3217  -0.840
H  5.2012  -3.3921  1.4460  0.829
O  4.6177  -2.0189  0.0012  -0.508
H  4.9940  -1.8993  2.2696  0.154
H  3.0003  -3.9897  2.2154  0.232
H  1.3482  -2.2226  0.6953  0.048
H  3.3740  -1.5539  -1.3957  0.465
C  0.4153  1.7926  -1.7622  0.747
C  -0.8154  0.9892  -1.4204  -1.947
N  -1.0702  1.3867  0.2260  0.245
S  -1.4333  0.1948  1.1199  1.211
O  -1.5663  0.6289  2.5718  -0.708
O  -0.5482  -0.8549  0.5545  -0.640
C  -2.9773  -0.4212  0.4801  -0.091
C  -3.1325  -1.8213  -0.2044  -1.314
C  -4.3345  -1.9073  -0.7116  0.290
C  -5.5948  -1.3465  -0.3491  -0.492
C  -5.3936  -0.1584  0.3065  -0.334
C  -4.1852  0.4306  0.6595  0.413
Cl  -4.1170  1.7698  1.4460  -0.183
H  -6.2773  0.5162  0.4359  0.294
H  -6.4901  -1.7821  -0.8529  0.340
Cl  -4.5100  -3.6169  -1.5402  -0.273
H  -2.2025  -2.0131  -0.3050  1.177
C  -1.1175  2.6929  0.2119  -0.625
C  0.0741  3.4924  0.1738  -1.632
C  0.2701  3.2897  -1.5707  -1.143
H  -0.6820  3.7666  -2.0488  0.363
H  1.2676  3.6859  -1.7624  0.491
H  0.8171  3.2075  0.6941  0.621
H  -0.1730  4.4902  0.1422  0.412
H  -2.0992  2.9285  -0.0822  0.536
H  -1.3688  2.8175  1.3929  0.461
H  -1.5059  1.2340  -1.9104  1.346
H  -0.5684  -0.1953  -1.3882  0.263
H  0.6114  1.4574  -2.9270  0.305

Atomic forces in eV per Å
10.094 6.247 -6.172
-11.387 -0.777 2.365
-6.154 -7.944 5.274
2.675 2.131 -1.528
-1.206 8.249 7.629
2.737 0.583 -0.281
0.742 -0.652 -3.960
0.392 -6.466 0.908
1.373 -0.699 1.375
-0.307 0.666 0.369
3.847 -11.558 -6.920
-1.550 3.970 4.542
-9.672 16.588 1.624
7.436 -10.004 0.795
0.724 -1.702 1.934
-0.078 -1.956 -2.815
-0.663 4.312 -0.716
-0.404 0.257 -1.119
-0.570 -0.782 -2.490
2.078 -1.709 -3.902
12.234 -6.376 10.214
2.242 -5.059 -6.426
-0.374 -1.862 2.673
0.832 -1.680 -4.468
-0.492 0.259 2.459
-4.031 -0.292 0.086
-2.735 9.207 3.678
-3.371 -5.522 -1.155
2.509 0.187 -1.513
-3.200 1.618 -0.521
3.294 -8.107 -2.512
-0.076 5.495 2.767
0.649 -0.779 0.242
0.676 0.763 1.028
-0.091 1.513 0.221
5.834 -3.459 -1.431
-3.563 3.900 9.554
-4.161 0.869 -10.100
0.525 0.191 2.425
2.088 -0.691 0.682
-0.508 0.664 -0.840
5.319 -2.068 3.673
-0.314 2.302 0.863
-0.742 1.918 -1.756
-0.098 0.299 -1.553
-10.745 3.556 -6.775
-0.908 3.102 -0.528
-0.903 1.297 2.101

Output
Maximum force (eV Å⁻¹): 19.3
E_HOMO (eV): -9.106
Multiplicity: 1
E (eV): -65018.993

no.,gap between HOMO and LUMO (Ha),lowest unoccupied orbital energy (eV)
1,0.199,-2.6
2,0.309,-0.7